The following is a quantum chemistry calculation of one molecule with the formula C19H25N3O2, from the OMol25 dataset.

Positions of all 49 atoms, in Å:
C 2.51108 3.06996 3.25294
C 3.14390 2.08309 4.17341
N 4.14212 2.46095 4.95868
N 4.83345 1.52959 5.77141
C 4.50776 0.21974 5.78251
O 5.11755 -0.65150 6.47634
C 3.40876 -0.23479 4.93843
C 2.63603 0.69961 4.19924
C 1.55031 0.16283 3.26095
C 1.91271 -0.48077 2.02396
C 0.86352 -1.02336 1.26606
C -0.46947 -0.92643 1.56373
O -1.42927 -1.33255 0.72342
C -1.30959 -2.37404 -0.28469
C -1.19579 -2.06860 -1.75968
C -2.36671 -1.11850 -2.13029
N -2.39168 -0.65469 -3.44712
C -2.63698 -1.47612 -4.64474
C -2.40319 -0.57545 -5.83225
C -1.55406 0.61790 -5.27261
C -1.75764 0.59104 -3.76415
C -2.50448 1.79092 -3.20554
C -0.84328 -0.26671 2.74250
C 0.16622 0.23390 3.64449
H 2.88314 4.05738 3.48998
H 2.77568 2.91904 2.16134
H 1.48593 2.89104 3.25137
H 5.54109 1.81167 6.44984
H 3.28789 -1.31035 4.79251
H 2.84737 -0.67548 1.55585
H 1.13367 -1.42669 0.32837
H -2.29881 -2.82369 -0.28768
H -0.48544 -3.06786 -0.03275
H -0.19096 -1.70352 -1.91499
H -1.30976 -3.02794 -2.31923
H -3.21395 -1.82032 -2.00291
H -2.57266 -0.30232 -1.36138
H -3.63386 -1.79074 -4.59020
H -1.90487 -2.24898 -4.64575
H -3.39674 -0.26817 -6.28548
H -1.78107 -1.05048 -6.63243
H -0.44819 0.44855 -5.47614
H -1.76496 1.66972 -5.81384
H -0.80316 0.58857 -3.36161
H -1.95260 2.74738 -3.41233
H -2.54154 1.75191 -2.16046
H -3.53862 1.93176 -3.58804
H -1.93176 -0.15544 2.83444
H -0.11709 0.57895 4.58453

Output
Multiplicity: 1
E in hartree: -1053.6256
Molar mass in g/mol: 327.4

---

The following is a quantum chemistry calculation of one molecule with the formula C19H25N3O2S, from the OMol25 dataset.

Positions of all 50 atoms, in Å:
C 7.06593 -0.45315 -2.56630
O 7.38905 0.52123 -1.60137
C 6.48658 0.78593 -0.62053
C 6.86285 1.75562 0.31087
C 6.00854 2.08611 1.34171
C 4.77815 1.46527 1.46426
C 4.39911 0.49909 0.53758
N 3.14751 -0.10711 0.69943
C 2.53225 -1.04556 -0.07350
O 3.00619 -1.53923 -1.07234
C 1.14685 -1.40534 0.43992
C 0.14425 -0.30375 0.08002
C -1.26371 -0.57767 0.61731
C -1.94227 -1.74559 -0.09738
C -3.36402 -1.94152 0.42050
N -4.13664 -0.73361 0.21055
C -5.54667 -0.90184 0.49746
C -6.32379 0.21574 -0.10014
N -7.33563 0.79935 0.43072
C -7.83756 1.77259 -0.36665
C -7.18650 1.94540 -1.54468
S -5.87744 0.83490 -1.67633
C -3.56068 0.36989 0.95596
C -2.15200 0.65593 0.44995
C 5.25262 0.15821 -0.50594
H 6.17268 -0.17557 -3.13388
H 7.92233 -0.49679 -3.23742
H 6.91189 -1.43512 -2.10888
H 7.82445 2.23042 0.20336
H 6.30202 2.83610 2.06067
H 4.11347 1.72826 2.27487
H 2.63394 0.22145 1.50561
H 1.17224 -1.54992 1.52241
H 0.85580 -2.34199 -0.03387
H 0.49304 0.64968 0.48705
H 0.10358 -0.20150 -1.00597
H -1.19199 -0.81270 1.68669
H -1.38320 -2.66988 0.05086
H -1.98566 -1.53348 -1.16653
H -3.84214 -2.75718 -0.12808
H -3.33343 -2.21979 1.49077
H -5.87907 -1.84166 0.04184
H -5.77222 -0.94985 1.57737
H -8.68957 2.33294 -0.02752
H -7.39020 2.64680 -2.32759
H -4.19123 1.25132 0.81595
H -3.53000 0.14487 2.03893
H -1.73660 1.50460 0.99684
H -2.20644 0.91971 -0.60723
H 4.93333 -0.59162 -1.20735

Output
Multiplicity: 1
E in hartree: -1451.9599
Molar mass in g/mol: 359.5

---

The following is a quantum chemistry calculation of one molecule with the formula C19H25N3O2S2, from the OMol25 dataset.

Positions of all 51 atoms, in Å:
C 4.14230 0.86558 -0.56812
C 3.05224 1.89481 -0.29553
C 2.92082 2.16415 1.20082
C 1.74291 3.09253 1.52707
C 0.43668 2.43027 1.20658
C -0.04428 1.40455 2.01405
C -1.20929 0.73510 1.70164
C -1.93240 1.08434 0.56272
N -3.10463 0.37839 0.25332
C -3.46100 -0.15631 -0.94531
S -4.81731 -1.09428 -1.02938
N -2.68732 0.12331 -2.02082
C -2.73020 -0.70667 -3.20202
C -2.18609 -2.13833 -2.95249
C -1.27550 -2.16751 -1.75743
C -1.66813 -2.82997 -0.59890
C -0.86864 -2.80815 0.53065
C 0.31503 -2.10041 0.50516
S 1.37337 -2.14578 1.93199
N 0.27734 -1.96229 3.20231
O 2.25321 -1.01067 1.92467
O 1.94251 -3.45670 2.04283
C 0.72698 -1.43280 -0.62982
C -0.06963 -1.46990 -1.76151
C -1.48588 2.14203 -0.22546
C -0.30805 2.79399 0.09327
H 3.94091 -0.04344 -0.00493
H 4.19313 0.62201 -1.62761
H 5.11238 1.24767 -0.25789
H 3.27993 2.82523 -0.82311
H 2.09676 1.52343 -0.67479
H 3.84408 2.61720 1.56797
H 2.78282 1.20989 1.71161
H 1.77390 3.33915 2.59080
H 1.84065 4.02024 0.95905
H 0.51444 1.12709 2.89478
H -1.56374 -0.06972 2.32889
H -3.64016 0.02106 1.03302
H -1.77409 0.50208 -1.80080
H -2.14610 -0.19636 -3.96915
H -3.76889 -0.76870 -3.53143
H -1.65662 -2.47691 -3.84381
H -3.02426 -2.81037 -2.77331
H -2.60850 -3.36020 -0.58334
H -1.15653 -3.32542 1.43116
H 0.45230 -1.10898 3.70762
H 0.31154 -2.75856 3.81927
H 1.65973 -0.89346 -0.60944
H 0.24965 -0.95853 -2.65869
H -2.07732 2.47818 -1.06420
H 0.02897 3.60813 -0.53199

Output
Multiplicity: 1
E in hartree: -1850.1645
Molar mass in g/mol: 391.6

---

The following is a quantum chemistry calculation of one molecule with the formula C19H25N3O4, from the OMol25 dataset.

Positions of all 51 atoms, in Å:
C 6.20574 1.82227 3.51040
O 5.52657 0.63294 3.19094
C 4.54357 0.67795 2.25689
C 4.14573 1.81341 1.56792
C 3.12904 1.75155 0.62957
C 2.49851 0.54442 0.37192
C 1.43922 0.47246 -0.60585
N 0.77834 -0.61885 -0.90429
O -0.11791 -0.24262 -1.86086
C 0.06923 1.06965 -2.06833
C -0.80850 1.78288 -3.02630
C -1.78491 2.69325 -2.26773
C -2.47811 2.04936 -1.06594
O -2.66178 2.67166 -0.04082
N -2.89582 0.78156 -1.24289
C -3.55616 0.02245 -0.19898
C -2.70867 -1.17574 0.24184
C -2.64657 -2.26232 -0.82850
C -4.04980 -2.70713 -1.22767
C -4.86527 -1.51936 -1.72914
C -4.94488 -0.43451 -0.65754
N 1.01320 1.55560 -1.33246
C 2.88664 -0.61038 1.05999
C 3.89844 -0.55721 1.99568
O 4.35351 -1.61589 2.71799
C 3.74670 -2.86791 2.51206
H 5.52526 2.57918 3.91388
H 6.93220 1.54814 4.27368
H 6.73142 2.23229 2.64172
H 4.62478 2.76059 1.75669
H 2.81844 2.63498 0.09593
H -1.33311 1.04444 -3.63545
H -0.18979 2.39798 -3.68156
H -1.24711 3.55876 -1.87919
H -2.55558 3.05228 -2.95384
H -2.69451 0.28997 -2.09695
H -3.66045 0.72144 0.63823
H -3.15080 -1.58924 1.15038
H -1.70015 -0.83711 0.48563
H -2.11099 -1.89210 -1.70465
H -2.08143 -3.11268 -0.44298
H -3.99191 -3.47367 -2.00336
H -4.54998 -3.14536 -0.36092
H -4.40757 -1.11804 -2.63675
H -5.87454 -1.84443 -1.99069
H -5.50080 0.42701 -1.03304
H -5.47945 -0.82669 0.20949
H 2.37094 -1.52818 0.83253
H 3.87308 -3.21184 1.48034
H 2.67983 -2.84300 2.75643
H 4.25617 -3.55421 3.18656

Output
Multiplicity: 1
E in hartree: -1204.2259
Molar mass in g/mol: 359.4

---

Energy above the lowest of the compared OMol25 structures with the same formula, charge and spin in kcal/mol, matching the order above: 118.9 29.9 0.0 67.7
HOMO level in eV, matching the order above: -7.88 -8.22 -8.24 -8.06
LUMO level in Ha, matching the order above: -0.0009 0.0238 0.0143 0.0240